# 1
Computed, not measured: a single C14H21N5O2S2 molecule, with ωB97M-V/def2-TZVPD.

## Properties
2S+1: 1
Lowest unoccupied orbital energy (eV): 0.503
Total charge: 0
SMILES string: CCCc1nnc(SCC(=O)Nc2nc(C)cs2)n1CCOC
Energy relative to the best compared isomer or geometry (same formula, charge and spin) (kcal/mol): 5.6

Each line ends with the Löwdin charge.
CARTESIAN COORDINATES (ANGSTROEM)
C: -3.528 -2.738 -1.508  -0.106
C: -2.644 -3.415 -0.469  -0.249
C: -2.226 -2.445 0.641  -0.126
C: -1.333 -1.386 0.109  -0.306
N: -0.290 -1.595 -0.640  0.095
N: 0.272 -0.412 -0.935  -0.006
C: -0.438 0.521 -0.353  -0.603
S: -0.156 2.234 -0.422  1.006
C: 1.209 2.287 -1.629  -0.346
C: 2.568 2.017 -0.985  -0.538
O: 3.337 2.902 -0.713  0.094
N: 2.774 0.682 -0.777  0.083
C: 3.892 0.135 -0.211  -0.591
N: 4.994 0.725 0.056  0.113
C: 5.909 -0.113 0.616  -0.449
C: 7.249 0.420 0.983  -0.039
C: 5.479 -1.392 0.777  -0.383
S: 3.856 -1.582 0.214  1.014
N: -1.475 -0.036 0.338  -0.007
C: -2.487 0.679 1.061  -0.123
C: -3.663 1.045 0.132  -0.203
O: -4.756 1.589 0.816  -0.177
C: -4.583 2.921 1.243  -0.099
H: -4.434 -2.346 -1.050  0.069
H: -2.994 -1.918 -1.985  0.070
H: -3.816 -3.447 -2.279  0.071
H: -3.183 -4.251 -0.019  0.107
H: -1.744 -3.799 -0.947  0.104
H: -3.111 -1.995 1.094  0.109
H: -1.685 -2.997 1.414  0.124
H: 1.199 3.305 -2.017  0.085
H: 0.976 1.567 -2.412  0.085
H: 1.985 0.043 -0.970  0.072
H: 7.134 1.251 1.675  0.080
H: 7.856 -0.356 1.441  0.074
H: 7.750 0.796 0.093  0.080
H: 6.008 -2.228 1.186  0.060
H: -2.852 0.063 1.886  0.136
H: -2.032 1.586 1.469  0.106
H: -4.039 0.135 -0.347  0.120
H: -3.303 1.733 -0.647  0.121
H: -4.262 3.561 0.414  0.094
H: -3.856 3.001 2.057  0.086
H: -5.556 3.252 1.600  0.092

# 2
Computed, not measured: a molecular structure, C14H21N7O4SSc, with ωB97M-V/def2-TZVPD.

## Properties
2S+1: 1
Lowest unoccupied orbital energy (eV): 2.166
Total charge: -1
Energy relative to the best compared isomer or geometry (same formula, charge and spin) (kcal/mol): 4.2

Each line ends with the Löwdin charge.
CARTESIAN COORDINATES (ANGSTROEM)
Sc: -0.092 0.382 -0.560  0.882
N: -0.836 2.108 1.021  -0.022
C: -1.344 1.413 2.215  -0.152
C: -2.217 0.240 1.770  -0.558
O: -3.229 -0.043 2.425  -0.018
N: -1.752 -0.332 0.667  -0.046
C: -2.595 -1.307 0.018  -0.134
C: -2.529 -1.112 -1.496  -0.624
O: -3.273 -1.721 -2.250  0.016
O: -1.615 -0.270 -1.867  -0.194
H: -1.590 2.623 0.579  0.088
H: -0.112 2.772 1.272  0.074
H: -0.483 1.027 2.760  0.094
H: -1.929 2.054 2.878  0.111
H: -2.258 -2.335 0.216  0.124
H: -3.634 -1.259 0.352  0.117
N: 0.833 -2.142 -4.375  0.039
C: 0.888 -1.591 -3.104  -0.877
S: 1.310 0.094 -3.011  0.606
N: 0.658 -2.395 -2.120  -0.003
N: 0.701 -1.769 -0.883  -0.080
C: 0.937 -2.568 0.089  -0.077
C: 1.115 -2.190 1.478  -0.142
C: 1.202 -3.217 2.421  -0.057
C: 1.457 -2.962 3.754  -0.120
C: 1.664 -1.644 4.154  -0.107
C: 1.602 -0.608 3.245  -0.036
C: 1.305 -0.842 1.885  -0.359
O: 1.223 0.146 1.041  -0.189
H: 0.633 -1.456 -5.085  0.053
H: 0.233 -2.955 -4.410  0.082
H: 1.059 -3.626 -0.151  0.123
H: 1.059 -4.238 2.085  0.105
H: 1.503 -3.769 4.473  0.087
H: 1.875 -1.420 5.194  0.094
H: 1.773 0.418 3.549  0.104
N: 1.587 2.207 -0.724  -0.060
C: 1.100 3.475 -1.249  -0.262
C: 0.189 3.205 -2.436  -0.275
N: -0.856 2.263 -2.050  -0.041
H: 2.018 2.265 0.190  0.081
H: 2.231 1.741 -1.356  0.024
H: 1.897 4.172 -1.539  0.109
H: 0.523 3.971 -0.463  0.098
H: 0.766 2.751 -3.244  0.073
H: -0.205 4.153 -2.820  0.110
H: -1.075 1.572 -2.762  0.048
H: -1.719 2.715 -1.776  0.090

# 3
Computed, not measured: a single C14H21NO2 molecule, with ωB97M-V/def2-TZVPD.

## Properties
2S+1: 1
Lowest unoccupied orbital energy (eV): 0.340
Total charge: 0
SMILES string: CCCCCNC(=O)Cc1ccc(OC)cc1
Energy relative to the best compared isomer or geometry (same formula, charge and spin) (kcal/mol): 313.1

Each line ends with the Löwdin charge.
CARTESIAN COORDINATES (ANGSTROEM)
C: 4.258 -2.013 -2.018  -0.132
C: 3.729 -0.717 -1.441  -0.311
C: 2.430 -0.278 -1.973  -0.262
C: 2.140 1.181 -1.689  -0.225
C: 2.074 1.507 -0.239  -0.017
N: 0.906 0.320 0.269  0.125
C: 1.174 -0.699 1.106  -0.649
O: 2.191 -0.827 1.573  0.132
C: 0.013 -1.535 1.591  -0.068
C: -1.278 -0.818 1.450  -0.099
C: -2.321 -0.693 0.161  0.061
C: -3.385 0.068 0.447  -0.167
C: -3.744 0.759 1.379  -0.290
O: -4.748 1.720 1.630  -0.103
C: -5.732 1.563 0.441  0.040
C: -2.741 0.999 2.535  -0.021
C: -1.735 0.263 2.419  -0.121
H: 3.520 -2.891 -1.671  0.122
H: 5.128 -2.591 -1.669  0.066
H: 4.512 -1.800 -3.024  0.049
H: 4.655 0.014 -1.794  0.172
H: 3.778 -0.829 -0.467  0.033
H: 1.744 -1.029 -1.890  0.078
H: 2.639 -0.262 -3.128  0.146
H: 1.198 1.441 -2.407  0.155
H: 3.061 1.932 -2.023  0.164
H: 2.846 1.153 0.402  0.100
H: 1.683 2.267 0.146  0.025
H: 0.092 0.675 -0.073  0.064
H: -0.167 -2.147 0.506  0.190
H: 0.070 -2.026 2.533  0.113
H: -2.080 -1.300 -0.462  -0.016
H: -4.084 -0.264 -0.455  0.177
H: -5.985 0.721 0.423  -0.040
H: -5.251 2.020 -0.313  0.051
H: -6.421 2.438 0.892  0.157
H: -3.194 1.426 3.483  0.147
H: -0.973 0.252 3.353  0.153

# 4
Computed, not measured: a single C14H21NO3S molecule, with ωB97M-V/def2-TZVPD.

## Properties
2S+1: 1
Lowest unoccupied orbital energy (eV): 0.715
Total charge: 0
SMILES string: CCOCCCNC(=O)c1ccc(SC)cc1OC
Energy relative to the best compared isomer or geometry (same formula, charge and spin) (kcal/mol): 14.8

Each line ends with the Löwdin charge.
CARTESIAN COORDINATES (ANGSTROEM)
C: 1.496 4.071 3.871  -0.073
C: 0.213 3.477 3.290  -0.274
O: 0.423 2.643 2.169  -0.165
C: 1.015 1.385 2.425  -0.221
C: 0.097 0.384 3.140  -0.143
C: -1.267 0.255 2.450  -0.170
N: -1.141 -0.083 1.054  0.082
C: -1.049 -1.364 0.636  -0.441
O: -1.254 -2.313 1.374  0.057
C: -0.753 -1.565 -0.816  -0.052
C: -1.170 -2.773 -1.360  -0.005
C: -0.949 -3.110 -2.681  -0.088
C: -0.270 -2.213 -3.491  -0.537
S: 0.097 -2.488 -5.194  0.897
C: -0.587 -4.135 -5.530  -0.398
C: 0.178 -1.003 -2.968  -0.061
C: -0.055 -0.664 -1.644  -0.202
O: 0.383 0.506 -1.093  -0.115
C: 1.125 1.410 -1.879  -0.064
H: 1.241 4.818 4.617  0.074
H: 2.106 3.306 4.346  0.064
H: 2.077 4.542 3.082  0.078
H: -0.422 4.282 2.909  0.120
H: -0.339 2.945 4.076  0.112
H: 1.945 1.498 2.997  0.115
H: 1.270 0.999 1.434  0.112
H: 0.593 -0.587 3.137  0.119
H: -0.060 0.680 4.178  0.105
H: -1.841 -0.540 2.932  0.120
H: -1.813 1.198 2.523  0.121
H: -0.844 0.656 0.437  0.121
H: -1.682 -3.460 -0.703  0.122
H: -1.301 -4.057 -3.055  0.091
H: -0.099 -4.873 -4.901  0.038
H: -1.662 -4.129 -5.374  0.038
H: -0.367 -4.335 -6.574  0.029
H: 0.712 -0.338 -3.628  0.093
H: 1.356 2.243 -1.216  0.097
H: 2.056 0.959 -2.238  0.101
H: 0.542 1.774 -2.730  0.100